1.
C63H137N11O11 | ωB97M-V/def2-TZVPD

The energy comes out at -3912.44128 a.u. The value obtained for the HOMO-LUMO gap is 8.164 eV. The value obtained for the energy relative to the best compared isomer or geometry (same formula, charge and spin) is 0.0 kcal per mole. The lowest unoccupied orbital energy is 0.095 eV. The calculation puts the highest occupied orbital energy at -0.2965 Eh. As for the SMILES: CC1(C)CCCC(C)(C)N1O.CC1(C)CCCC(C)(C)N1O.CC1(C)CCCC(C)(C)N1O.CC1(C)CCCC(C)(C)N1O.CC1(C)CCCC(C)(C)N1O.CNC(C)=O.CNC(C)=O.CNC(C)=O.CNC(C)=O.CNC(C)=O.CNC(C)=O. As for the spin multiplicity: 1.

Each line ends with the Mulliken charge.
Positions of all 222 atoms, in Å:
C 7.755 -2.523 -1.796  -2.117
C 6.361 -2.027 -2.140  1.531
C 6.181 -0.685 -1.507  -0.720
C 6.340 -2.019 -3.732  -1.581
C 4.931 -1.937 -4.385  0.039
C 4.032 -2.992 -3.753  -1.453
C 3.941 -2.936 -2.221  2.411
C 3.126 -1.718 -1.715  -0.478
C 3.227 -4.254 -1.746  -2.702
N 5.352 -3.090 -1.782  0.192
O 5.422 -3.423 -0.339  -0.336
H 7.915 -2.367 -0.723  0.319
H 7.856 -3.566 -2.082  0.541
H 8.507 -1.970 -2.314  0.479
H 5.454 0.049 -1.977  -0.204
H 6.148 -0.675 -0.396  -0.167
H 7.105 -0.173 -1.744  0.644
H 7.061 -1.234 -3.949  0.464
H 6.825 -2.962 -4.004  0.447
H 4.609 -0.910 -4.168  -0.205
H 4.951 -2.167 -5.469  0.411
H 4.416 -4.034 -3.939  0.380
H 3.006 -2.987 -4.152  0.366
H 2.069 -1.868 -1.961  0.453
H 3.406 -0.800 -2.256  -0.473
H 3.202 -1.442 -0.662  -0.125
H 2.875 -4.217 -0.735  0.471
H 3.914 -5.076 -1.883  0.653
H 2.341 -4.530 -2.348  0.388
H 5.458 -4.383 -0.290  0.274
C -1.539 -9.137 2.723  -1.722
C -1.241 -7.581 2.906  1.198
C -2.197 -7.082 4.036  -1.897
C 0.183 -7.478 3.431  -1.196
C 1.163 -7.740 2.283  -0.897
C 0.907 -6.775 1.162  -0.884
C -0.472 -6.981 0.580  1.649
C -0.759 -5.871 -0.505  -1.145
C -0.544 -8.351 -0.177  -1.947
N -1.441 -6.774 1.683  1.115
O -2.736 -7.085 1.226  -0.678
H -2.570 -9.200 2.349  0.339
H -0.944 -9.640 1.934  0.327
H -1.401 -9.652 3.640  0.490
H -1.856 -6.081 4.246  0.338
H -3.237 -7.052 3.733  0.393
H -2.129 -7.651 4.945  0.426
H 0.284 -6.496 3.899  0.350
H 0.400 -8.134 4.293  0.389
H 2.173 -7.563 2.632  0.485
H 1.192 -8.771 1.990  0.440
H 1.689 -6.789 0.410  0.479
H 1.016 -5.798 1.684  -0.229
H -0.800 -4.930 0.076  -0.472
H -1.748 -6.113 -0.952  0.518
H -0.032 -5.836 -1.337  0.495
H 0.271 -9.051 0.093  0.340
H -0.293 -8.158 -1.197  0.550
H -1.562 -8.782 -0.171  0.301
H -3.172 -6.184 1.129  0.510
C -7.997 3.427 -2.343  -1.853
C -6.882 2.412 -2.723  1.836
C -7.507 1.029 -2.748  -2.116
C -6.357 2.728 -4.131  -1.238
C -5.494 3.996 -4.294  -0.852
C -4.404 3.980 -3.328  -0.640
C -4.839 3.760 -1.882  1.628
C -3.561 3.579 -1.009  -2.214
C -5.541 5.097 -1.325  -1.786
N -5.639 2.495 -1.867  1.282
O -6.070 2.291 -0.532  -0.657
H -8.110 3.740 -1.307  0.275
H -8.072 4.341 -2.963  0.335
H -8.918 2.853 -2.505  0.521
H -8.030 0.989 -1.826  0.588
H -8.234 1.123 -3.564  0.508
H -6.869 0.171 -2.835  0.122
H -5.611 1.910 -4.320  0.139
H -7.193 2.676 -4.848  0.469
H -5.098 4.155 -5.307  0.436
H -6.008 4.933 -4.108  0.403
H -3.839 4.939 -3.284  0.513
H -3.691 3.156 -3.605  -0.020
H -2.998 4.520 -0.954  0.669
H -2.940 2.713 -1.258  -0.165
H -3.869 3.425 0.033  0.328
H -5.796 4.975 -0.233  0.274
H -6.408 5.381 -1.908  0.382
H -4.767 5.864 -1.348  0.504
H -5.680 1.407 -0.303  0.238
C 6.615 4.089 -1.167  -2.090
C 5.551 3.480 -1.999  2.179
C 6.312 2.572 -3.061  -1.114
C 4.571 2.714 -1.157  -0.768
C 3.287 2.187 -1.789  2.207
C 2.583 3.426 -2.382  -1.095
C 3.492 4.229 -3.328  2.156
C 3.647 3.522 -4.679  -1.427
C 2.678 5.444 -3.604  -1.880
N 4.736 4.642 -2.513  0.082
O 5.628 5.400 -3.330  -0.526
H 6.196 4.887 -0.516  0.477
H 6.987 3.358 -0.445  0.367
H 7.449 4.553 -1.709  0.379
H 6.692 3.110 -3.903  0.420
H 7.013 1.955 -2.467  0.329
H 5.575 1.843 -3.466  0.026
H 5.174 1.874 -0.831  -0.060
H 4.369 3.324 -0.240  -0.198
H 3.567 1.469 -2.568  -0.946
H 2.579 1.723 -1.063  -0.709
H 2.306 4.174 -1.574  -0.510
H 1.653 3.186 -2.927  0.479
H 3.950 2.443 -4.587  0.042
H 4.380 3.986 -5.325  0.410
H 2.754 3.608 -5.285  0.421
H 1.717 5.133 -4.015  0.412
H 3.187 6.170 -4.299  0.400
H 2.355 5.936 -2.693  0.351
H 5.648 6.260 -2.933  0.353
C 2.154 2.923 3.511  -1.790
C 1.428 4.199 3.141  2.132
C 1.963 5.309 4.176  -1.686
C 1.846 4.645 1.751  -0.990
C 1.149 5.907 1.289  -0.788
C -0.253 5.457 1.163  -0.899
C -0.855 4.999 2.528  1.338
C -1.169 6.236 3.382  -1.745
C -2.267 4.372 2.275  -0.898
N -0.021 3.964 3.157  1.466
O -0.363 3.898 4.521  -0.767
H 2.361 2.859 4.573  0.453
H 1.723 1.991 3.207  0.018
H 3.147 2.976 3.072  0.315
H 2.341 4.782 5.080  0.362
H 2.749 5.870 3.696  0.345
H 1.200 5.976 4.511  0.435
H 2.934 4.759 1.785  0.738
H 1.540 3.841 1.082  -0.655
H 1.339 6.788 1.934  0.393
H 1.568 6.114 0.258  0.114
H -0.320 4.588 0.505  -0.045
H -0.959 6.174 0.736  0.542
H -0.544 7.148 3.214  0.300
H -1.153 5.994 4.476  0.363
H -2.192 6.520 3.276  0.450
H -2.122 3.493 1.699  -0.612
H -2.904 5.041 1.668  0.510
H -2.744 4.197 3.273  0.481
H -0.583 2.965 4.716  0.334
C 3.960 -2.757 2.989  -0.882
N 4.470 -1.548 2.325  -0.162
C 3.685 -0.489 2.129  -0.012
C 4.376 0.685 1.559  -0.425
O 2.481 -0.416 2.357  -0.512
H 2.869 -2.635 3.050  0.208
H 4.326 -2.874 4.004  0.313
H 4.291 -3.590 2.416  0.355
H 5.395 -1.574 1.936  0.295
H 4.461 1.380 2.401  0.343
H 3.669 1.100 0.834  -0.512
H 5.368 0.484 1.156  0.898
C -0.276 1.475 0.559  -0.828
N 0.379 0.218 0.684  1.780
C -0.293 -0.925 0.471  1.223
C 0.498 -2.187 0.633  -0.257
O -1.437 -0.904 0.079  -0.565
H -0.077 2.035 1.496  0.048
H -1.336 1.270 0.492  0.153
H 0.052 2.186 -0.209  -0.228
H 1.256 0.206 1.168  -0.685
H 1.545 -2.030 0.787  -0.937
H 0.219 -2.874 -0.174  0.280
H 0.239 -2.742 1.576  -0.041
C -3.674 0.939 2.421  -0.145
N -4.907 0.151 2.605  0.092
C -5.475 -0.504 1.577  0.655
C -6.621 -1.425 1.819  -1.436
O -5.094 -0.251 0.409  -0.532
H -3.683 1.497 1.466  -0.234
H -2.816 0.294 2.461  -0.199
H -3.565 1.638 3.247  0.437
H -5.346 -0.032 3.508  0.304
H -6.985 -1.512 2.821  0.468
H -6.250 -2.419 1.502  0.190
H -7.413 -1.178 1.094  0.275
C -2.421 -3.405 2.329  0.466
N -3.067 -2.873 1.180  1.377
C -3.730 -3.647 0.281  0.757
C -4.252 -2.916 -1.001  -0.848
O -3.973 -4.857 0.450  -0.840
H -3.073 -3.910 2.980  0.665
H -2.041 -2.527 2.850  -1.045
H -1.589 -4.092 2.167  -0.257
H -2.561 -2.077 0.782  -0.740
H -5.332 -2.874 -0.841  0.326
H -4.017 -3.602 -1.798  0.516
H -3.877 -1.938 -1.296  -0.255
C -1.188 0.103 -2.500  0.069
N -1.510 0.865 -3.714  0.106
C -2.776 0.740 -4.274  0.385
C -3.722 -0.237 -3.714  -0.895
O -3.108 1.514 -5.160  -0.704
H -2.013 0.069 -1.809  -0.055
H -0.314 0.571 -2.019  -0.602
H -0.813 -0.853 -2.822  0.400
H -0.982 1.641 -4.014  0.276
H -4.252 0.313 -2.898  0.041
H -3.274 -1.150 -3.309  0.558
H -4.509 -0.350 -4.472  0.508
C 0.044 -0.127 4.159  -1.017
N -1.205 -0.582 4.648  -0.157
C -2.097 0.262 5.164  0.743
C -3.321 -0.337 5.761  -1.490
O -1.932 1.472 5.185  -0.621
H 0.673 -1.011 4.026  0.399
H 0.585 0.561 4.738  0.578
H -0.075 0.285 3.127  0.047
H -1.468 -1.505 4.432  0.218
H -4.044 0.447 5.759  0.356
H -2.986 -0.460 6.794  0.440
H -3.678 -1.305 5.430  0.314

=====

2.
C3H9N2O6P2 | ωB97M-V/def2-TZVPD

The energy comes out at -1363.00630 a.u. The value obtained for the HOMO-LUMO gap is 8.496 eV. The value obtained for the energy relative to the best compared isomer or geometry (same formula, charge and spin) is 2.8 kcal per mole. As for the charge: +1. The lowest unoccupied orbital energy is -5.052 eV. The calculation puts the highest occupied orbital energy at -0.4979 Eh. As for the spin multiplicity: 1.

Each line ends with the natural charge from an NBO analysis.
Positions of all 22 atoms, in Å:
C -2.602 1.028 0.323  -0.628
C -1.893 -1.362 0.031  -0.636
C -1.690 0.072 -0.344  -0.371
N 0.701 -0.118 1.624  -0.628
N 3.549 1.575 -0.207  0.548
O 2.007 -0.654 1.442  -0.648
O 2.720 1.847 0.515  -0.074
O 0.766 2.127 -0.643  -0.928
O 3.622 0.005 -0.352  -0.836
O 2.809 -2.326 -0.576  -0.923
O 1.170 -0.458 -0.791  -1.063
P 0.176 0.412 0.158  1.901
P 2.474 -0.937 -0.060  2.586
H -2.556 0.794 1.351  0.227
H -2.281 2.100 -0.047  0.230
H -3.605 0.735 -0.034  0.254
H -1.074 -2.002 -0.379  0.220
H -2.936 -1.723 -0.382  0.258
H -1.960 -1.351 1.098  0.233
H -1.719 0.209 -1.378  0.248
H 0.139 2.679 -0.139  0.478
H 2.183 -2.650 -1.210  0.550

=====

3.
C16H12BrCeF6INO9S2 | ωB97M-V/def2-TZVPD

The energy comes out at -6090.97218 a.u. The value obtained for the HOMO-LUMO gap is 5.988 eV. The value obtained for the energy relative to the best compared isomer or geometry (same formula, charge and spin) is 19.1 kcal per mole. As for the charge: +1. The lowest unoccupied orbital energy is -5.611 eV. The calculation puts the highest occupied orbital energy at -0.4262 Eh. As for the spin multiplicity: 1.

Each line ends with the Mulliken charge.
Positions of all 49 atoms, in Å:
Ce -0.070 -0.197 0.211  0.144
O 1.072 0.570 3.442  -0.572
C 1.232 -0.292 2.622  0.100
O 1.677 -0.074 1.372  -0.362
C 1.023 -1.767 2.965  0.098
C 1.910 -2.593 2.010  -0.305
C 2.084 -4.021 2.505  -1.038
C 0.691 -4.624 2.215  -0.960
C -0.026 -3.443 1.577  -0.304
O 1.017 -2.726 0.862  -0.437
C -0.401 -2.372 2.628  -0.331
C -1.374 -1.428 1.907  0.736
O -2.169 -1.869 1.095  -0.498
O -1.192 -0.137 2.017  -0.314
H 1.277 -1.878 4.014  0.707
H 2.826 -2.099 1.713  0.811
H 2.862 -4.523 1.934  0.387
H 2.359 -4.048 3.558  0.380
H 0.752 -5.447 1.507  0.346
H 0.175 -4.977 3.106  0.372
H -0.841 -3.693 0.913  0.855
H -0.905 -2.783 3.502  0.731
F -3.366 0.066 -3.473  -0.166
C -2.982 -1.128 -3.077  0.665
F -2.648 -1.885 -4.093  -0.168
F -3.885 -1.699 -2.320  -0.152
S -1.462 -0.889 -2.034  0.919
O -1.752 0.220 -1.092  -0.480
O -1.072 -2.087 -1.336  -0.386
N -0.396 -0.417 -3.107  -0.578
S 0.889 0.074 -2.340  1.092
O 0.678 1.329 -1.628  -0.388
O 1.389 -0.933 -1.394  -0.410
C 2.154 0.333 -3.670  0.642
F 1.699 1.259 -4.480  -0.152
F 3.243 0.726 -3.049  -0.164
F 2.338 -0.808 -4.291  -0.167
Br 1.047 5.887 1.950  -0.187
C -0.009 5.396 0.464  -0.063
C -0.400 6.379 -0.434  -0.420
C -1.185 6.046 -1.526  -0.563
C -1.593 4.736 -1.720  -0.858
C -1.203 3.753 -0.826  -0.078
C -0.400 4.078 0.259  0.384
I 0.253 2.557 1.570  0.501
H -0.083 7.399 -0.269  0.405
H -1.483 6.819 -2.223  0.386
H -2.216 4.479 -2.567  0.408
H -1.532 2.734 -0.970  0.431

=====

Among the records above, which one has the lowest energy relative to the best compared isomer or geometry (same formula, charge and spin)? C63H137N11O11